Formula: C11H23PS
Source: the OMol25 dataset
Level of theory: ωB97M-V/def2-TZVPD

Positions of all 36 atoms, in Å:
C: 4.184 -0.093 0.135
C: 3.337 0.438 1.325
C: 3.493 0.502 -1.134
C: 1.924 -0.165 1.227
C: 2.223 -0.405 -1.210
C: 1.272 0.141 -0.166
C: -2.841 1.352 -0.892
C: -3.328 -1.109 -0.693
C: -3.920 0.460 1.170
C: -1.438 0.009 0.686
C: -2.907 0.169 0.018
P: -0.211 -0.850 -0.395
S: -0.265 -2.796 -0.185
H: 5.246 0.085 0.337
H: 4.196 -1.148 0.162
H: 3.626 0.093 2.358
H: 3.207 1.462 1.355
H: 3.427 1.585 -0.828
H: 4.169 0.328 -2.100
H: 1.888 -1.303 1.355
H: 1.468 0.121 2.149
H: 1.960 -0.319 -2.295
H: 2.392 -1.513 -0.986
H: 1.227 1.288 -0.164
H: -2.552 2.343 -0.471
H: -3.811 1.338 -1.492
H: -2.123 1.043 -1.600
H: -3.742 -1.951 -0.176
H: -4.056 -0.943 -1.513
H: -2.539 -1.662 -1.052
H: -3.705 0.027 2.050
H: -3.870 1.491 1.245
H: -4.875 0.205 0.934
H: -0.973 0.873 1.079
H: -1.640 -0.672 1.546
H: -0.441 -0.422 -1.781

For the HOMO-LUMO gap, the calculation gives 9.248 eV. Its total charge is 0. As for the structure (SMILES): CC(C)(C)C[P@H](=S)C1CCCCC1. The calculation puts the energy above the lowest of the compared OMol25 structures with the same formula, charge and spin at 172.73 kJ/mol.

=====

Formula: C11H24BF2O5Si2
Source: the OMol25 dataset
Level of theory: ωB97M-V/def2-TZVPD

Positions of all 45 atoms, in Å:
C: 2.347 2.522 1.987
C: 3.278 1.670 1.128
C: 4.086 2.552 0.177
C: 2.543 0.555 0.370
C: 1.370 1.024 -0.511
Si: -0.323 0.765 0.225
C: -1.630 1.388 -0.970
C: -2.939 2.017 -0.467
C: -2.698 3.184 0.493
C: -3.849 0.972 0.181
O: -0.507 -0.859 0.450
Si: -0.954 -1.775 1.745
H: 2.902 3.331 2.470
H: 1.553 2.976 1.388
H: 1.864 1.936 2.773
H: 3.981 1.170 1.804
H: 4.720 1.946 -0.474
H: 3.428 3.141 -0.469
H: 4.721 3.253 0.723
H: 3.282 0.046 -0.256
H: 2.208 -0.205 1.085
H: 1.364 0.455 -1.447
H: 1.490 2.072 -0.810
H: -0.432 1.407 1.565
H: -1.125 2.090 -1.647
H: -1.872 0.516 -1.591
H: -3.458 2.433 -1.338
H: -2.267 2.832 1.432
H: -2.001 3.914 0.070
H: -3.632 3.701 0.722
H: -4.881 1.325 0.255
H: -3.851 0.032 -0.373
H: -3.511 0.739 1.197
H: -2.349 -1.451 2.137
H: -0.084 -1.427 2.899
H: -0.817 -3.194 1.404
B: -0.773 -5.114 -3.123
O: -1.398 -5.319 -1.766
C: -0.477 -5.400 -0.839
O: -0.650 -5.551 0.342
C: 0.914 -5.243 -1.534
O: 1.977 -5.258 -0.971
O: 0.702 -5.086 -2.817
F: -1.178 -3.906 -3.662
F: -1.074 -6.174 -3.958

For the HOMO-LUMO gap, the calculation gives 8.766 eV. Its total charge is -1.

=====

Formula: C11H24BN2O3S
Source: the OMol25 dataset
Level of theory: ωB97M-V/def2-TZVPD

Positions of all 42 atoms, in Å:
N: 2.249 -1.428 -2.142
C: 1.687 -0.615 -3.013
O: 0.771 0.275 -3.801
B: 0.171 1.197 -2.818
S: 1.183 2.820 -2.733
C: -1.384 1.636 -3.129
C: -2.452 0.393 -3.117
N: -2.689 -0.082 -1.694
H: 0.194 0.647 -1.768
H: 0.478 3.561 -1.735
H: -1.727 2.397 -2.277
H: -1.467 2.248 -4.147
H: -2.105 -0.525 -3.781
H: -3.488 0.793 -3.519
H: -1.838 -0.537 -1.297
H: -2.908 0.794 -1.143
C: -0.191 2.941 2.886
C: 1.076 2.196 2.553
C: 0.704 1.502 1.261
O: -0.251 2.341 0.597
C: -0.687 3.351 1.517
H: -0.038 3.791 3.556
H: -0.910 2.259 3.355
H: 1.889 2.910 2.373
H: 1.396 1.502 3.334
H: 0.225 0.536 1.452
H: 1.568 1.339 0.609
H: -0.243 4.303 1.203
H: -1.776 3.443 1.474
C: 1.802 -3.319 0.911
C: 1.174 -4.309 1.858
C: -0.187 -3.695 2.103
O: -0.541 -2.980 0.911
C: 0.618 -2.890 0.072
H: 2.618 -3.736 0.316
H: 2.191 -2.463 1.475
H: 1.062 -5.279 1.359
H: 1.745 -4.462 2.777
H: -0.156 -2.975 2.927
H: -0.952 -4.445 2.323
H: 0.469 -3.565 -0.778
H: 0.721 -1.869 -0.307

For the HOMO-LUMO gap, the calculation gives 7.005 eV. Its total charge is -1.

=====

Formula: C11H24CdNO5S2
Source: the OMol25 dataset
Level of theory: ωB97M-V/def2-TZVPD

Positions of all 44 atoms, in Å:
C: 4.031 -1.814 1.065
O: 3.992 -0.552 0.426
C: 3.649 -0.612 -0.948
C: 2.212 -0.156 -1.114
C: 2.083 1.351 -1.183
C: 0.729 1.954 -1.541
C: -0.445 1.231 -0.892
C: -1.527 2.198 -0.351
C: -1.517 2.396 1.171
C: -2.440 1.497 2.037
C: -3.111 0.355 1.312
C: -2.088 -0.737 0.979
S: -2.510 -1.440 -0.590
O: -3.666 -2.260 -0.389
O: -2.594 -0.400 -1.575
N: -1.147 -2.279 -0.952
S: -1.182 -3.866 -0.571
O: -1.051 -3.832 0.862
O: -0.229 -4.570 -1.350
H: 4.023 -1.647 2.137
H: 3.159 -2.419 0.813
H: 4.943 -2.351 0.811
H: 4.349 0.003 -1.512
H: 3.752 -1.630 -1.323
H: 1.714 -0.610 -1.973
H: 1.677 -0.517 -0.236
H: 2.314 1.687 -0.104
H: 2.882 1.766 -1.795
H: 0.729 3.005 -1.238
H: 0.663 1.979 -2.627
H: -0.065 0.662 -0.043
H: -0.904 0.546 -1.598
H: -1.319 3.181 -0.773
H: -2.501 1.912 -0.736
H: -0.478 2.274 1.544
H: -1.777 3.432 1.369
H: -3.211 2.127 2.477
H: -1.875 1.096 2.878
H: -3.870 -0.087 1.954
H: -3.656 0.711 0.440
H: -2.148 -1.566 1.679
H: -1.065 -0.378 0.947
H: -2.410 -4.290 -0.906
Cd: 1.886 2.649 1.421

For the HOMO-LUMO gap, the calculation gives 2.363 eV. Its total charge is +1. The calculation puts the energy above the lowest of the compared OMol25 structures with the same formula, charge and spin at 36.12 kJ/mol.

=====

Listing largest force on an atom for the structures above in their given order: 4.2, 0.3, 11.7, 1.0 eV/A.